Computed, not measured: a molecular structure, C21H20BCl2N10S2V, with wB97M-V/def2-TZVPD.

```
! RIJCOSX wB97M-V def2-TZVPD def2/J DEFGRID3
* xyz 0 3
V -0.06776 0.22836 1.40405
N -2.01147 4.07995 2.27716
C -1.26275 3.05027 1.83736
S -0.94114 1.76285 2.96229
N -0.80344 3.13673 0.61243
N -0.04176 2.06734 0.28066
C 0.46183 2.01826 -0.90246
C 0.20116 3.02148 -1.95964
C -1.07094 3.08398 -2.52153
C -1.33064 3.99005 -3.53682
C -0.32891 4.84076 -3.98595
C 0.93732 4.78270 -3.42252
C 1.20491 3.86900 -2.41290
C 1.26913 0.81797 -1.17050
C 1.95967 0.60565 -2.35107
C 2.72479 -0.54515 -2.47986
C 2.76769 -1.45637 -1.44284
C 2.02012 -1.19679 -0.30764
N 1.29999 -0.08596 -0.17002
H -2.52969 3.98382 3.13055
H -2.29006 4.77731 1.60765
H -1.84947 2.42190 -2.16119
H -2.31875 4.03297 -3.97554
H -0.53680 5.55039 -4.77619
H 1.71740 5.44885 -3.76715
H 2.19204 3.82324 -1.96784
H 1.89726 1.33448 -3.14580
H 3.27609 -0.72763 -3.39295
H 3.33257 -2.37384 -1.51347
H 1.97147 -1.89914 0.51400
Cl 2.14137 0.28246 2.78217
C 1.97440 -1.08179 3.87403
C 2.94343 -1.20642 4.85080
C 2.87280 -2.27840 5.72360
C 1.84246 -3.19485 5.59770
C 0.88543 -3.03684 4.60986
Cl -0.37389 -4.22111 4.51280
C 0.90608 -1.96335 3.70497
S -0.34737 -1.79866 2.48942
H 3.73542 -0.47430 4.92051
H 3.61723 -2.39880 6.49813
H 1.76720 -4.04080 6.26620
N -2.11590 -5.44536 -0.61418
N -1.57549 -4.32649 -1.23265
N -2.19348 -3.69205 -2.19388
C -1.36471 -2.67276 -2.39151
N -0.30233 -2.71372 -1.57567
N -0.45392 -3.78959 -0.83787
H -2.19829 -6.17564 -1.31333
H -1.44608 -5.72011 0.09613
H -1.55359 -1.89899 -3.11389
B -3.87442 -0.52125 -1.29343
C -2.60489 -0.29031 -0.40121
N -1.68205 -0.09091 0.26810
H -3.49163 -0.46199 -2.44681
H -4.31744 -1.60926 -1.01591
H -4.64019 0.37789 -1.02635
*
```

Calculated values
- Maximum force: 0.0047 Eh/bohr
- HOMO-LUMO gap (alpha / beta): 7.183 / 7.364 eV
- HOMO level (alpha / beta): -8.04 / -8.37 eV
- LUMO (alpha / beta): -0.85 / -1.01 eV
- ΔE to the lowest compared entry with this formula, charge and spin: 10.4 kJ/mol
- Expectation value of S²: 2.023

Atom charges from the Mulliken analysis, given in e for atoms 1 to 8: number 1, V, carries 0.0920; number 2, N, carries -0.4119; number 3, C, carries 0.7107; number 4, S, carries -0.5168; number 5, N, carries -1.1775; number 6, N, carries 0.8848; number 7, C, carries 0.5837; number 8, C, carries -0.6062

---

Computed, not measured: 2 unconnected molecules or ions with the total composition C5H14NOP, with wB97M-V/def2-TZVPD.

```
! RIJCOSX wB97M-V def2-TZVPD def2/J DEFGRID3
* xyz 0 1
C 0.90739 -1.66692 -0.82186
C 0.47838 -2.19542 -3.28301
C 0.12034 2.68985 0.50407
C -0.76920 0.97007 3.76304
C 0.10199 -1.79161 -1.83784
N 0.28178 1.49856 1.36749
O -1.11479 -0.71830 1.73970
P -1.16516 0.97735 1.93781
H 0.64560 -1.37969 0.20689
H 1.90325 -2.04942 -0.80974
H -1.43592 -1.01613 0.89593
H 0.09354 -3.22286 -3.39246
H 1.50801 -1.97909 -3.51212
H -0.13910 -1.71636 -3.95876
H -0.32517 2.31592 -0.50440
H -0.65102 3.35496 0.89470
H 1.10623 3.19627 0.25680
H -0.80005 0.14474 4.34394
H 0.35058 1.08760 3.84210
H -1.31361 1.68192 4.31268
H -0.97679 -1.72919 -1.75253
H 1.08750 0.98574 1.05134
*
```

Calculated values
- SMILES: CNP(C)O.C=CC
- Maximum force: 0.0756 Eh/bohr
- HOMO-LUMO gap: 9.358 eV
- HOMO level: -8.37 eV
- LUMO: 0.98 eV
- ΔE to the lowest compared entry with this formula, charge and spin: 158.0 kJ/mol

Atom charges from the Mulliken analysis, given in e for atoms 1 to 8: number 1, C, carries -0.6185; number 2, C, carries -1.2300; number 3, C, carries -0.8383; number 4, C, carries -1.0993; number 5, C, carries 0.1682; number 6, N, carries -0.1410; number 7, O, carries -0.5432; number 8, P, carries 0.1345

---

Computed, not measured: a molecular structure, C10H26ClINO3P2Sm, with wB97M-V/def2-TZVPD.

```
! RIJCOSX wB97M-V def2-TZVPD def2/J DEFGRID3
* xyz 2 6
C 0.08834 1.33356 -5.36403
C 0.07098 1.92991 -4.01045
H 0.08819 2.09056 -6.17224
H -0.76400 0.62238 -5.38626
H 0.95421 0.63897 -5.36881
O 0.10672 2.85041 -3.29550
I -0.83659 -2.65340 -2.11996
Sm 0.04484 -0.76271 -0.08388
P 3.06770 -0.28214 -0.39235
C 3.56780 1.09260 0.71933
C 3.98270 -1.68919 0.37823
H 5.00948 -1.73007 -0.01959
H 5.06301 -0.33194 -1.78809
H 3.44529 -2.61760 0.12745
H 3.54999 -0.38125 -2.74690
H 2.78683 1.22635 1.47882
H 4.00110 -1.57666 1.47636
C 4.05127 0.08409 -1.88761
H 4.52598 0.87441 1.21146
H 4.10860 1.17059 -2.02848
H 3.65831 1.99209 0.10541
P -2.87546 0.09368 -0.38969
C -3.60381 1.25630 0.81035
C -3.89833 0.42269 -1.87225
H -2.98918 -2.33780 -0.16355
H -4.61952 -1.59336 -0.17974
H -3.60353 -1.51732 1.30604
C -3.59589 -1.49852 0.20841
H -3.43750 -0.06641 -2.73690
H -4.91705 0.03523 -1.73743
H -4.68569 1.10795 0.93637
H -3.41156 2.27413 0.45338
H -3.93830 1.50318 -2.05376
H -3.11096 1.12300 1.77914
Cl 1.02294 -2.60063 1.54160
N -0.68289 -0.82125 4.56071
C 0.11354 0.30945 3.93392
C -0.14097 0.18326 2.47091
O 0.64797 0.71648 1.60637
O -1.12904 -0.53456 2.09025
H -1.60603 -0.50058 4.92189
H -0.22574 -1.25964 5.37400
H -0.82739 -1.54333 3.82534
H -0.23210 1.27096 4.34275
H 1.17569 0.09613 4.13895
*
```

Calculated values
- Maximum force: 0.1261 Eh/bohr
- HOMO-LUMO gap (alpha / beta): 4.554 / 4.592 eV
- HOMO level (alpha / beta): -13.80 / -13.83 eV
- LUMO (alpha / beta): -9.24 / -9.24 eV
- ΔE to the lowest compared entry with this formula, charge and spin: 0.0 kJ/mol
- Expectation value of S²: 8.761

Atom charges from the Mulliken analysis, given in e for atoms 1 to 8: number 1, C, carries -0.6293; number 2, C, carries 0.6914; number 3, H, carries 0.3621; number 4, H, carries 0.3215; number 5, H, carries 0.3158; number 6, O, carries -0.0905; number 7, I, carries -0.3531; number 8, Sm, carries 0.5955